1.
3 unconnected molecules or ions with the total composition C6H18O3. Source: the OMol25 dataset; level of theory: ωB97M-V with the def2-TZVPD basis set.

As for the energy above the lowest of the compared OMol25 structures with the same formula, charge and spin: 36.7 kcal/mol. Its calculated total energy is -12654.692 eV. The LUMO energy comes out at 0.52 eV. As for the charge: 0. The value obtained for the highest occupied orbital energy is -10.21 eV. The spin multiplicity is 1.

```
27
Properties=species:S:1:pos:R:3:nbo_charge:R:1
C -4.44 -0.16 0.65 -0.6182
C -3.37 0.51 -0.18 -0.0669
O -4.05 1.02 -1.31 -0.7182
H -5.18 0.48 1.13 0.2118
H -3.88 -0.60 1.47 0.1982
H -4.90 -1.00 0.13 0.2123
H -2.69 -0.28 -0.48 0.1580
H -2.91 1.32 0.39 0.1601
H -3.35 1.37 -1.87 0.4628
C 2.36 2.33 -2.22 -0.6332
C 2.04 3.39 -3.24 -0.0657
O 0.84 2.92 -3.87 -0.7326
H 3.32 2.43 -1.71 0.2138
H 2.25 1.33 -2.64 0.2223
H 1.59 2.26 -1.46 0.2066
H 2.84 3.34 -3.98 0.1527
H 1.99 4.43 -2.94 0.1673
H 0.54 3.53 -4.54 0.4691
C 2.26 -2.41 3.28 -0.6369
C 1.77 -3.59 2.37 -0.0610
O 1.44 -4.61 3.33 -0.7386
H 3.12 -2.73 3.87 0.2185
H 1.45 -1.97 3.86 0.2032
H 2.80 -1.66 2.71 0.2018
H 2.58 -3.87 1.69 0.1803
H 0.93 -3.35 1.71 0.1632
H 0.66 -4.42 3.85 0.4696
```



2.
3 unconnected molecules or ions with the total composition C6H18O3S3. Source: the OMol25 dataset; level of theory: ωB97M-V with the def2-TZVPD basis set.

As for the energy above the lowest of the compared OMol25 structures with the same formula, charge and spin: 65.3 kcal/mol. Its calculated total energy is -45156.337 eV. The LUMO energy comes out at 0.20 eV. As for the charge: 0. The value obtained for the highest occupied orbital energy is -8.68 eV. The spin multiplicity is 1.

```
30
Properties=species:S:1:pos:R:3:nbo_charge:R:1
C -33.86 -31.63 2.74 -0.8381
S -32.16 -31.23 2.94 1.2898
O -31.39 -32.52 3.05 -0.9936
C -31.74 -30.97 1.25 -0.8614
H -34.27 -30.71 2.31 0.2416
H -34.32 -31.91 3.61 0.2227
H -33.98 -32.53 2.13 0.2377
H -30.74 -30.97 1.13 0.2418
H -31.94 -30.13 0.55 0.2321
H -32.09 -31.70 0.60 0.2292
C -36.05 -29.09 4.44 -0.8636
S -34.85 -27.74 4.48 1.2527
O -33.80 -28.13 3.47 -0.9867
C -35.86 -26.50 3.67 -0.8258
H -37.05 -28.87 4.90 0.2387
H -35.50 -30.07 4.74 0.2602
H -36.42 -29.07 3.33 0.2360
H -35.55 -25.53 3.62 0.2403
H -36.84 -26.49 4.25 0.2173
H -36.21 -26.70 2.74 0.2288
C -38.64 -30.45 6.96 -0.8649
S -40.22 -30.99 7.64 1.2411
O -40.37 -32.40 7.12 -0.9621
C -39.95 -30.90 9.34 -0.8411
H -38.46 -29.31 6.96 0.2286
H -38.56 -30.86 5.92 0.2560
H -37.69 -30.80 7.49 0.2303
H -39.15 -30.26 9.68 0.2433
H -39.64 -31.73 9.59 0.2270
H -40.86 -30.67 9.88 0.2422
```



3.
5 unconnected molecules or ions with the total composition C6H18O4. Source: the OMol25 dataset; level of theory: ωB97M-V with the def2-TZVPD basis set.

As for the energy above the lowest of the compared OMol25 structures with the same formula, charge and spin: 14.6 kcal/mol. Its calculated total energy is -14702.491 eV. The LUMO energy comes out at 0.44 eV. As for the charge: 0. The value obtained for the highest occupied orbital energy is -9.59 eV. The spin multiplicity is 1.

```
28
Properties=species:S:1:pos:R:3:nbo_charge:R:1
C 1.51 0.30 0.49 -0.6838
C 0.44 1.34 0.46 0.0582
C 0.58 2.54 1.02 -0.4263
C -0.85 1.00 -0.24 -0.4850
C -1.48 -0.26 0.29 -0.1227
C -2.72 -0.65 0.51 -0.4394
H 1.67 -0.19 1.45 0.2257
H 2.49 0.76 0.30 0.2155
H 1.43 -0.49 -0.26 0.2339
H 1.51 2.79 1.52 0.1852
H -0.27 3.17 1.23 0.2071
H -1.56 1.82 -0.17 0.2217
H -0.61 0.75 -1.28 0.2309
H -0.71 -0.96 0.58 0.1852
H -3.63 -0.09 0.31 0.1945
H -2.90 -1.67 0.80 0.1898
H 0.05 -1.93 -2.00 0.5025
H 1.16 -2.87 -1.42 0.4800
O 0.99 -2.16 -2.05 -0.9778
H 2.87 0.52 -1.68 0.4571
H 2.09 -0.48 -2.49 0.4893
O 2.56 0.37 -2.58 -0.9520
H -2.24 -1.60 -2.56 0.4746
H -2.66 -2.34 -1.35 0.4838
O -1.92 -2.30 -1.97 -0.9476
H 0.89 1.42 3.18 0.4681
H 0.98 0.30 4.14 0.4599
O 0.32 0.90 3.77 -0.9279
```



4.
A single C6H18SSi2 molecule. Source: the OMol25 dataset; level of theory: ωB97M-V with the def2-TZVPD basis set.

As for the energy above the lowest of the compared OMol25 structures with the same formula, charge and spin: 20.5 kcal/mol. Its calculated total energy is -33102.737 eV. The LUMO energy comes out at 0.71 eV. As for the charge: 0. The value obtained for the highest occupied orbital energy is -8.46 eV. The spin multiplicity is 1.

```
27
Properties=species:S:1:pos:R:3:nbo_charge:R:1
C 0.59 -1.99 -1.38 -0.6390
C 3.14 -1.55 -0.72 -0.6189
C 1.31 -2.19 0.96 -0.6279
C -2.69 2.84 1.68 -1.0641
C -1.73 0.83 -1.72 -0.9573
C 1.59 -1.45 -0.37 -0.0274
Si -0.82 2.78 1.37 0.6674
Si -0.83 0.82 0.15 0.6655
S 1.23 0.39 -0.24 -0.2726
H -0.35 -1.73 -1.00 0.2096
H 0.85 -1.65 -2.31 0.2102
H 0.51 -2.99 -1.54 0.2067
H 3.68 -1.63 0.18 0.2142
H 3.48 -0.70 -1.26 0.2189
H 3.15 -2.37 -1.39 0.2098
H 1.49 -3.17 0.82 0.2057
H 1.87 -1.74 1.68 0.2072
H 0.34 -1.87 1.23 0.2168
H -3.25 2.84 0.82 0.2281
H -3.10 2.14 2.29 0.2300
H -3.05 3.78 2.23 0.2367
H -1.32 1.70 -2.10 0.2215
H -1.36 0.00 -2.19 0.2233
H -2.81 0.76 -1.51 0.2257
H -0.68 4.02 0.63 -0.1341
H -0.04 2.73 2.67 -0.1157
H -1.21 -0.58 1.04 -0.1402
```



5.
A molecular structure, C6H19BCsN. Source: the OMol25 dataset; level of theory: ωB97M-V with the def2-TZVPD basis set.

As for the energy above the lowest of the compared OMol25 structures with the same formula, charge and spin: 0.0 kcal/mol. Its calculated total energy is -9242.832 eV. The LUMO energy comes out at -0.39 eV. As for the charge: 0. The value obtained for the highest occupied orbital energy is -8.51 eV. The spin multiplicity is 1.

```
28
Properties=species:S:1:pos:R:3:lowdin_charge:R:1
Cs 0.59 -2.48 0.48 1.0295
B 3.41 -2.41 -0.81 -0.5899
H 4.49 -2.38 -1.24 -0.0643
H 2.65 -2.11 -1.63 -0.1075
H 3.19 -3.51 -0.54 -0.1082
H 3.30 -1.74 0.11 -0.1219
C 0.14 0.54 -2.12 -0.0671
C -1.09 0.71 -1.24 -0.2532
N -0.73 0.58 0.17 -0.2433
C 0.03 1.75 0.63 -0.2448
C 0.71 1.47 1.96 -0.0777
C -1.88 0.39 1.04 -0.2679
C -2.75 -0.85 0.72 -0.0958
H 0.63 -0.41 -1.89 0.0429
H 0.92 1.27 -1.89 0.0664
H -0.01 0.65 -3.20 0.0806
H -1.56 1.70 -1.42 0.1241
H -1.85 -0.02 -1.52 0.0998
H 0.83 1.95 -0.08 0.1027
H -0.62 2.63 0.61 0.1243
H 1.50 2.20 2.15 0.0803
H 0.05 1.59 2.82 0.0697
H 1.12 0.46 1.94 0.0614
H -2.54 1.28 1.02 0.1251
H -1.61 0.22 2.08 0.1063
H -3.53 -0.95 1.47 0.0776
H -2.13 -1.75 0.64 -0.0124
H -3.25 -0.78 -0.25 0.0633
```



6.
A molecular structure, C6H19ClNO9P2S3. Source: the OMol25 dataset; level of theory: ωB97M-V with the def2-TZVPD basis set.

As for the energy above the lowest of the compared OMol25 structures with the same formula, charge and spin: 0.0 kcal/mol. Its calculated total energy is -90059.761 eV. The LUMO energy comes out at 2.52 eV. As for the charge: -1. The value obtained for the highest occupied orbital energy is -5.05 eV. The spin multiplicity is 1.

```
41
Properties=species:S:1:pos:R:3:nbo_charge:R:1
O 5.26 0.29 -0.32 -1.0059
P 4.38 1.67 -0.23 1.3233
Cl 5.27 2.64 -1.95 -0.4774
N 2.95 1.32 -0.93 -1.5170
P 1.72 0.75 -0.12 1.9883
O 0.81 -0.05 -1.23 -1.0239
O 0.66 1.95 0.15 -1.0079
S 1.97 -0.36 1.47 -0.7467
H 5.17 -0.11 -1.19 0.4771
H 1.06 -0.98 -1.18 0.5099
H -0.23 1.64 -0.05 0.5000
O -2.23 0.97 3.95 -0.9533
S -0.95 0.90 4.59 2.3832
O -0.32 -0.37 4.76 -0.9282
O -1.08 1.60 6.02 -0.7281
C -2.14 1.13 6.89 -0.0746
C -1.84 -0.21 7.52 -0.6405
C 0.16 2.05 3.87 -0.9004
H -3.07 1.11 6.32 0.1963
H -2.22 1.90 7.65 0.1849
H -1.80 -1.00 6.77 0.2348
H -2.62 -0.46 8.24 0.2057
H -0.88 -0.19 8.03 0.2137
H -0.34 3.01 3.79 0.2423
H 0.43 1.67 2.88 0.3026
H 1.05 2.11 4.49 0.2537
O 0.18 -2.40 -3.73 -0.9506
S -0.28 -1.19 -4.34 2.3832
O -1.53 -0.64 -3.93 -0.9404
O -0.32 -1.42 -5.93 -0.7262
C -1.04 -2.57 -6.41 -0.0753
C -2.55 -2.40 -6.34 -0.6403
C 0.97 0.04 -4.32 -0.9049
H -0.71 -3.45 -5.86 0.1974
H -0.71 -2.67 -7.44 0.1865
H -2.90 -2.34 -5.31 0.2338
H -3.03 -3.26 -6.82 0.2076
H -2.85 -1.49 -6.86 0.2128
H 1.90 -0.40 -4.67 0.2489
H 1.05 0.36 -3.28 0.3088
H 0.65 0.86 -4.96 0.2472
```